1.
{
  "formula": "C16H17ClN4O4S3",
  "method": "ωB97M-V/def2-TZVPD",
  "symbols": ["C", "O", "C", "O", "C", "C", "N", "C", "S", "N", "N", "C", "O", "C", "C", "C", "C", "Cl", "S", "S", "C", "C", "O", "N", "C", "C", "C", "C", "H", "H", "H", "H", "H", "H", "H", "H", "H", "H", "H", "H", "H", "H", "H", "H", "H"],
  "positions_angstrom": [[-1.41, -2.48, 1.63], [-0.28, -1.84, 1.06], [-0.31, -0.51, 1.07], [-1.18, 0.14, 1.59], [0.86, 0.10, 0.39], [0.93, 1.46, 0.16], [-0.01, 2.45, 0.34], [-1.35, 2.42, 0.07], [-2.30, 3.68, 0.56], [-1.84, 1.45, -0.72], [-3.21, 1.24, -0.76], [-3.67, -0.04, -0.75], [-2.91, -0.99, -0.88], [-5.12, -0.18, -0.64], [-5.80, -1.37, -0.66], [-7.19, -1.23, -0.53], [-7.56, 0.08, -0.42], [-9.15, 0.68, -0.24], [-6.21, 1.16, -0.47], [2.48, 1.94, -0.45], [3.04, 0.29, -0.40], [4.38, -0.07, -0.94], [4.49, -0.91, -1.81], [5.44, 0.60, -0.42], [5.39, 1.50, 0.70], [6.75, 0.40, -1.01], [2.07, -0.57, 0.02], [2.29, -2.04, 0.13], [-1.64, -2.06, 2.61], [-2.27, -2.35, 0.97], [-1.16, -3.54, 1.70], [0.32, 3.35, 0.67], [-1.34, 0.58, -0.87], [-3.73, 2.04, -0.40], [-5.30, -2.32, -0.76], [-7.89, -2.04, -0.52], [5.33, 2.54, 0.37], [6.30, 1.37, 1.29], [4.53, 1.27, 1.33], [6.64, -0.27, -1.86], [7.43, -0.05, -0.29], [7.16, 1.35, -1.34], [2.23, -2.36, 1.17], [1.53, -2.57, -0.43], [3.27, -2.30, -0.27]],
  "gap_ha": 0.3065,
  "smiles": "COC(=O)c1c(NC(=S)NNC(=O)c2ccc(Cl)s2)sc(C(=O)N(C)C)c1C",
  "total_charge": 0
}

2.
{
  "formula": "C16H17N",
  "method": "ωB97M-V/def2-TZVPD",
  "symbols": ["C", "C", "C", "C", "C", "C", "C", "C", "C", "N", "H", "H", "H", "H", "H", "H", "H", "H", "H", "C", "C", "C", "C", "C", "C", "C", "H", "H", "H", "H", "H", "H", "H", "H"],
  "positions_angstrom": [[-1.69, -1.54, -4.87], [-2.34, -0.96, -1.23], [-1.45, -1.18, -2.29], [-2.23, -1.22, -3.51], [-3.52, -1.03, -3.13], [-0.56, -1.00, 0.35], [-1.91, -0.84, 0.09], [0.34, -1.19, -0.71], [-0.08, -1.28, -2.01], [-3.60, -0.89, -1.76], [-0.14, -0.95, 1.35], [-2.61, -0.71, 0.91], [1.39, -1.26, -0.45], [0.65, -1.41, -2.80], [-4.44, -0.61, -1.29], [-4.41, -1.03, -3.73], [-1.68, -0.71, -5.58], [-2.25, -2.37, -5.32], [-0.66, -1.87, -4.78], [0.64, 3.11, 3.27], [2.73, 0.44, 1.52], [3.87, 0.43, 2.32], [1.68, 1.40, 1.79], [1.70, 2.09, 3.00], [3.93, 1.16, 3.49], [2.75, 1.90, 3.89], [2.63, -0.21, 0.66], [4.68, -0.23, 2.01], [0.81, 1.53, 1.15], [4.82, 1.24, 4.11], [0.39, 3.16, 4.34], [-0.23, 2.92, 2.65], [2.77, 2.37, 4.86], [1.03, 4.11, 3.04]],
  "gap_ha": [0.0664, 0.2747],
  "multiplicity": 2,
  "e_above_lowest_kj_mol": 27.08,
  "total_charge": -1
}

3.
{
  "formula": "C16H17N",
  "method": "ωB97M-V/def2-TZVPD",
  "symbols": ["C", "C", "C", "N", "C", "C", "C", "C", "C", "C", "H", "H", "H", "H", "H", "H", "H", "H", "H", "C", "C", "C", "C", "C", "C", "C", "H", "H", "H", "H", "H", "H", "H", "H"],
  "positions_angstrom": [[-1.08, -1.84, -4.50], [-0.50, -1.54, -3.15], [-0.69, -0.33, -2.56], [-0.19, -0.33, -1.28], [0.26, -1.59, -1.00], [0.77, -2.13, 0.18], [0.94, -3.50, 0.25], [0.80, -4.28, -0.92], [0.38, -3.75, -2.11], [0.06, -2.38, -2.14], [-0.59, -1.46, -5.39], [-2.14, -1.56, -4.45], [-1.27, -2.92, -4.65], [-1.10, 0.56, -3.02], [-0.36, 0.41, -0.61], [0.93, -1.57, 1.10], [1.39, -4.01, 1.10], [1.04, -5.34, -0.84], [0.15, -4.38, -2.95], [-1.90, 2.05, 1.90], [-0.50, 2.48, 2.24], [0.23, 3.26, 1.36], [1.43, 3.86, 1.73], [1.89, 3.57, 3.01], [1.25, 2.71, 3.88], [0.02, 2.17, 3.50], [-2.16, 2.23, 0.85], [-2.61, 2.67, 2.45], [-2.16, 1.02, 2.11], [-0.20, 3.48, 0.39], [2.04, 4.52, 1.15], [2.79, 4.04, 3.38], [1.59, 2.43, 4.88], [-0.54, 1.46, 4.09]],
  "gap_ha": 0.3104,
  "e_above_lowest_kj_mol": 56.70,
  "smiles": "Cc1c[nH]c2ccccc12.Cc1ccccc1",
  "total_charge": 0
}

4.
{
  "formula": "C16H17N",
  "method": "ωB97M-V/def2-TZVPD",
  "symbols": ["C", "C", "C", "C", "C", "C", "C", "H", "H", "H", "H", "H", "H", "H", "H", "C", "C", "C", "C", "C", "C", "C", "C", "C", "N", "H", "H", "H", "H", "H", "H", "H", "H", "H"],
  "positions_angstrom": [[-4.80, 0.13, -3.15], [-2.37, 0.72, -0.29], [-3.11, 1.55, 0.55], [-2.98, 0.39, -1.48], [-4.30, 0.64, -1.82], [-4.42, 1.87, 0.25], [-5.00, 1.47, -0.97], [-1.34, 0.48, -0.07], [-2.67, 1.91, 1.47], [-2.41, -0.12, -2.27], [-4.94, 2.49, 0.98], [-4.08, -0.58, -3.56], [-4.96, 0.98, -3.81], [-5.97, 1.88, -1.19], [-5.66, -0.55, -3.09], [4.31, -3.12, 0.88], [3.32, 0.42, 0.90], [3.01, -0.95, 0.95], [4.28, -1.64, 0.81], [5.27, -0.64, 0.86], [1.03, 1.01, 1.20], [2.29, 1.39, 0.83], [0.69, -0.35, 1.31], [1.66, -1.32, 1.15], [4.68, 0.57, 0.67], [0.30, 1.80, 1.34], [2.54, 2.42, 0.60], [-0.31, -0.72, 1.53], [1.31, -2.34, 1.09], [5.23, 1.34, 0.31], [6.29, -0.71, 1.23], [3.49, -3.67, 1.35], [5.16, -3.28, 1.58], [4.47, -3.48, -0.14]],
  "gap_ha": [0.2655, 0.1433],
  "multiplicity": 2,
  "e_above_lowest_kj_mol": 130.68,
  "total_charge": 1
}

| no. | F_max (eV/Å) |
| --- | --- |
| 1 | 0.784 |
| 2 | 2.573 |
| 3 | 1.721 |
| 4 | 4.093 |